1.
A 2-piece molecular cluster, C3H11N2O overall in a non-equilibrium geometry, computed with ωB97M-V with the def2-TZVPD basis set.

Geometry as XYZ:
```
17
Properties=species:S:1:pos:R:3:forces:R:3:nbo_charge:R:1
C 3.1818 0.2509 -0.6504 0.8 1.2 1.3 -0.443
N 1.9125 -0.4713 -0.4350 -0.7 -1.2 -1.3 -0.673
H 1.9436 -1.4771 -0.6444 0.5 0.1 0.1 0.442
H 1.4986 -0.4416 0.4985 0.2 0.4 0.1 0.461
H 1.1368 -0.1915 -1.0492 0.0 0.4 0.2 0.469
H 3.0464 1.2468 -0.2309 -0.1 0.0 0.0 0.235
H 3.5666 0.4103 -1.6550 -0.8 -0.7 -0.3 0.257
H 3.9722 -0.1927 -0.0508 -0.1 -0.3 -0.1 0.239
C -2.9364 0.2028 -0.3900 0.3 0.3 -0.7 -0.727
C -1.7059 -0.1478 0.3819 0.3 0.3 1.1 0.713
O -0.6963 -0.6786 -0.0817 -0.1 -0.2 -0.3 -0.731
N -1.7033 0.1952 1.7047 0.1 -0.5 -1.0 -0.807
H -2.7731 0.0148 -1.4498 0.0 -0.1 0.1 0.248
H -3.1207 1.2736 -0.2741 -0.2 -0.1 0.1 0.246
H -1.0633 -0.3283 2.2765 0.0 0.3 0.3 0.404
H -2.4570 0.7033 2.1147 -0.4 0.0 0.3 0.409
H -3.8025 -0.3688 -0.0650 0.0 0.0 0.2 0.258
```
Positions in Å, forces in eV/Å.

Kohn-Sham gap = 10.838 eV
HOMO energy = -14.096 eV
Charge = +1



2.
C4H6N2O2 as an isolated structure in a non-equilibrium geometry, computed with ωB97M-V with the def2-TZVPD basis set.

Geometry as XYZ:
```
14
Properties=species:S:1:pos:R:3:forces:R:3:nbo_charge:R:1
C 0.2690 -0.5515 -1.4678 -2.1 -1.0 -0.1 0.132
C -0.6559 0.2982 -0.5058 -2.9 1.5 -0.3 -0.197
C 0.1737 0.1804 1.8565 1.4 -2.2 3.3 0.297
C 0.5495 -0.2540 -0.0301 1.7 -2.6 -2.1 -0.006
H -0.3805 -2.7369 -1.2144 0.4 5.1 -3.3 0.489
H 0.7498 0.0418 -2.2237 0.6 -0.5 -0.3 0.202
H -1.6991 -0.0315 -0.2945 1.2 -1.1 -0.4 0.241
H 0.0496 2.4684 0.1301 -3.5 -2.6 -1.0 0.361
H 0.6162 -0.1000 2.9012 -1.4 1.6 -1.5 0.203
H 1.2609 0.5477 0.0453 0.7 0.2 -0.4 0.188
N -0.8514 1.6393 0.2069 5.0 2.1 -0.3 -0.383
N -0.3158 1.2644 1.4556 -0.8 0.5 3.0 -0.337
O -0.3530 -1.7614 -1.9987 0.7 -2.6 3.9 -0.703
O 0.5869 -1.0049 1.1394 -1.0 1.6 -0.5 -0.487
```
Positions in Å, forces in eV/Å.

Kohn-Sham gap = 9.512 eV
HOMO energy = -9.213 eV



3.
C24H37F6N3O7RhS5Si as an isolated structure in a non-equilibrium geometry, computed with ωB97M-V with the def2-TZVPD basis set.

Geometry as XYZ:
```
84
Properties=species:S:1:pos:R:3:forces:R:3:lowdin_spin:R:1
Rh -0.1199 -1.9912 -0.0706 -1.5 3.5 0.6 2.197
F 2.1985 -3.3235 5.4891 -1.3 -0.6 -0.7 0.000
C 1.0558 -3.3673 4.7388 0.2 0.1 0.8 0.001
F -0.0123 -3.1115 5.5675 1.4 -0.4 -1.1 0.000
F 0.8726 -4.6148 4.2062 0.5 1.7 0.6 0.000
S 1.1765 -1.9465 3.4873 -0.3 1.2 -0.8 0.004
O -0.0145 -2.1421 2.6836 0.2 -0.3 0.5 0.031
O 1.2934 -0.7764 4.3357 -0.2 -1.6 -0.7 0.002
N 2.5030 -2.1176 2.6356 0.4 -0.5 -0.4 -0.001
S 2.9461 -2.3648 1.1301 -0.8 0.2 -0.2 0.014
O 1.8687 -2.5808 0.1187 3.6 -0.6 1.9 0.053
O 4.0394 -1.5289 0.7007 -0.9 -0.5 0.6 0.007
C 3.7659 -4.0333 1.3219 0.2 -0.7 -1.4 0.006
F 4.7274 -3.9527 2.2165 -0.1 -0.1 0.6 0.002
F 4.3906 -4.4144 0.1523 -1.0 0.4 0.9 0.000
F 2.8812 -5.0136 1.6490 0.7 0.9 -0.1 0.001
C -2.4524 -0.9449 -4.0487 1.0 0.6 -0.2 0.018
C -2.0045 -1.2259 -2.6291 -0.2 0.3 -0.3 0.144
S -0.3228 -1.3537 -2.3197 -0.5 0.2 -1.0 0.438
C -2.9858 -1.3746 -1.6604 1.0 0.2 0.4 0.162
C -4.4610 -1.3358 -1.9983 0.0 -0.7 0.5 0.018
S -2.4568 -1.6275 -0.0464 -1.5 0.0 0.2 0.415
H -3.1616 -0.1031 -4.1454 0.4 -0.2 0.2 0.003
H -2.9546 -1.8195 -4.4049 -0.4 -0.6 -0.5 0.005
H -1.5741 -0.7610 -4.7061 -0.6 -0.1 0.4 0.004
H -4.7358 -0.7103 -2.8580 0.1 0.1 0.5 0.002
H -5.0690 -1.1620 -1.0948 0.3 0.4 -0.5 0.004
H -4.7331 -2.3592 -2.2814 0.0 -0.1 -0.2 0.006
C 3.0044 2.8072 -2.7699 0.2 0.7 -0.9 0.000
C 2.5894 2.8681 -1.3418 -2.3 -0.6 0.9 0.000
C 3.2306 1.7404 -0.5487 0.4 -0.6 0.0 0.006
C 2.5957 4.2636 -0.7291 0.4 -0.1 0.9 0.000
O 1.1068 2.5445 -1.3829 1.4 0.3 -0.1 0.004
Si 0.1231 2.0196 -0.1879 -0.6 -1.8 0.6 0.027
S 0.6039 0.2137 0.8572 -0.3 0.3 -0.9 0.227
O -1.3252 1.7846 -0.9727 0.2 0.8 -0.5 0.003
C -2.0046 2.8151 -1.7814 0.2 -1.3 1.2 0.000
C -1.8888 4.1362 -1.0207 -0.1 0.5 -0.5 0.000
C -3.4724 2.3340 -1.8168 -0.3 0.5 0.3 0.001
C -1.4254 2.8426 -3.2136 0.3 -0.5 -0.1 0.000
O 0.0151 3.1311 0.9972 0.1 1.2 0.0 0.008
C -0.0794 3.2850 2.4354 0.9 -0.6 -0.9 0.001
C -0.1669 4.7877 2.7260 -1.5 -1.0 1.3 0.000
C -1.2590 2.4290 2.8745 0.1 -0.5 1.7 0.004
C 1.2432 2.8005 3.0123 0.4 -0.2 1.0 0.006
H 4.0895 3.0278 -2.7944 -0.5 -0.2 -0.4 0.000
H 2.4464 3.5513 -3.3916 0.5 -0.4 0.5 0.000
H 2.7614 1.8197 -3.1786 0.3 0.1 0.1 0.000
H 4.3369 1.8697 -0.5190 -0.6 -0.2 0.0 0.000
H 2.9697 0.7962 -1.1001 0.5 0.7 0.7 0.001
H 2.8310 1.6065 0.4892 0.4 0.4 -0.9 0.004
H 3.5501 4.8453 -0.7853 -0.7 -0.6 -0.4 0.000
H 2.3967 4.1232 0.3666 -0.2 0.4 -1.0 0.000
H 1.7533 4.7618 -1.2389 0.5 0.3 0.5 0.000
H -1.9460 4.0144 0.0577 -0.7 -0.3 0.0 0.000
H -2.6788 4.8400 -1.3777 0.8 -0.2 0.2 0.000
H -0.8710 4.5285 -1.1065 -0.2 0.3 -0.5 0.000
H -3.7368 1.6870 -0.9468 0.4 0.7 -0.5 0.000
H -3.6582 1.7717 -2.7250 -0.1 -0.3 -0.1 0.000
H -4.1324 3.2227 -1.8541 0.1 -0.5 0.1 0.000
H -0.3258 2.6952 -3.2660 -0.7 0.4 0.4 0.000
H -1.6867 3.7853 -3.7142 0.0 -0.2 0.0 0.000
H -1.8528 1.9869 -3.7719 0.1 0.5 0.1 0.000
H -1.0055 5.2036 2.1859 -0.4 0.2 0.0 0.000
H 0.7011 5.3184 2.4117 0.9 0.2 -0.1 0.000
H -0.3388 4.8976 3.8410 0.2 0.1 -1.2 0.000
H -2.1842 2.8285 2.5306 -0.8 0.7 -0.4 0.000
H -1.3613 2.3299 4.0075 0.4 0.1 -1.4 0.000
H -1.2053 1.4250 2.4229 0.3 0.3 0.4 0.004
H 2.0655 3.2503 2.4446 -0.1 0.1 0.1 0.000
H 1.3540 1.7018 2.9075 -0.1 0.7 0.5 0.004
H 1.3430 3.1796 4.0798 -0.1 -0.8 -1.1 0.000
N 0.2358 -7.5201 2.8572 -0.5 1.1 -2.2 -0.001
C -0.0039 -6.9316 1.8738 0.4 -1.5 3.2 0.000
C -0.3134 -6.1757 0.7206 0.2 0.0 0.2 0.003
C -0.6770 -6.8326 -0.4435 -0.1 0.3 -0.2 0.013
C -0.8992 -6.0287 -1.5163 0.4 0.9 -1.8 0.002
C -0.4804 -4.6644 -1.5080 -1.0 -1.9 0.9 0.030
N -0.1726 -4.0492 -0.3673 -0.8 -2.8 0.4 0.078
C -0.1962 -4.7997 0.7737 0.1 0.3 -1.1 0.022
H -0.7602 -7.9060 -0.5258 -0.2 0.0 0.3 0.001
H -1.2876 -6.4550 -2.4506 0.4 0.3 0.3 0.000
H -0.4803 -4.1353 -2.4375 0.1 0.7 -0.1 0.007
H -0.1317 -4.3158 1.7425 0.4 0.3 -0.3 0.004
```
Positions in Å, forces in eV/Å.

Kohn-Sham gap (spin up / spin down) = 5.578 / 6.077 eV
HOMO energy (spin up / spin down) = -3.855 / -4.963 eV
Spin multiplicity = 5
Charge = -1



Per-record ΔE to the lowest compared entry with this formula, charge and spin, kJ/mol: 36.7; 848.6; 88.7